# 1
The following is a quantum chemistry calculation of a 7-piece molecular cluster, C28H77N7O7 overall in a non-equilibrium geometry, from the Open Molecules 2025 dataset.

As for the HOMO energy: -8.99 eV. The net charge is 0. The value obtained for the relative energy (zero: lowest compared OMol25 entry of this formula, charge and spin) is 131.7 kcal per mole. The total energy is -2022.66151 hartree. The LUMO energy is 0.53 eV.

Atoms and positions in Å:
C (-1.8935, -2.1848, -7.8608)
O (-0.8638, -3.0684, -7.5742)
C (0.3904, -2.4247, -7.6185)
C (1.4498, -3.4000, -7.0649)
C (2.6634, -2.8283, -6.3877)
N (1.9003, -4.1323, -8.2381)
H (-1.8551, -1.9060, -8.9138)
H (-2.0615, -1.2815, -7.2743)
H (-2.8729, -2.6632, -7.8478)
H (0.7317, -2.0044, -8.5645)
H (0.4491, -1.5204, -7.0127)
H (1.1306, -4.2000, -6.3970)
H (3.3734, -2.4846, -7.1400)
H (2.9855, -3.6054, -5.6946)
H (2.3410, -1.9247, -5.8705)
H (2.3983, -3.4847, -8.8320)
H (2.6281, -4.8176, -8.0946)
C (-0.5570, 3.3150, -2.3711)
O (-0.1345, 1.9040, -2.6057)
C (-0.6440, 1.0426, -1.6245)
C (0.0087, 1.1326, -0.1905)
C (1.5176, 1.2522, -0.0955)
N (-0.3540, -0.1249, 0.5279)
H (-0.5261, 3.8619, -3.3134)
H (0.2259, 3.8750, -1.8598)
H (-1.5277, 3.5079, -1.9142)
H (-1.7336, 1.0269, -1.5993)
H (-0.3153, 0.0713, -1.9943)
H (-0.2848, 2.0184, 0.3729)
H (1.9003, 1.1132, 0.9156)
H (1.9129, 2.2173, -0.4124)
H (2.0579, 0.5177, -0.6928)
H (-0.2057, -0.8251, -0.1846)
H (-1.3481, -0.2242, 0.6763)
C (-1.7447, -3.8557, 8.4770)
O (-1.7187, -2.4686, 8.6597)
C (-2.5980, -1.7442, 7.8422)
C (-1.8904, -0.3331, 7.7111)
C (-2.6805, 0.8249, 7.1927)
N (-0.6272, -0.5017, 7.0442)
H (-0.9959, -4.1764, 9.2014)
H (-1.3359, -4.1338, 7.5056)
H (-2.6819, -4.3540, 8.7251)
H (-2.7306, -2.1930, 6.8578)
H (-3.5409, -1.7666, 8.3887)
H (-1.6639, 0.0319, 8.7129)
H (-2.5908, 0.9105, 6.1098)
H (-2.1771, 1.7225, 7.5520)
H (-3.7256, 0.8060, 7.5016)
H (-0.3531, -1.4058, 7.4014)
H (-0.8162, -0.7592, 6.0860)
C (3.5279, 10.3508, -5.4657)
O (2.4055, 10.2177, -6.3929)
C (1.9573, 11.5068, -6.8133)
C (0.6728, 11.3004, -7.5637)
C (1.0315, 10.5682, -8.9180)
N (-0.0448, 12.4317, -8.0033)
H (3.3083, 10.6087, -4.4297)
H (4.1965, 11.0450, -5.9748)
H (4.0906, 9.4185, -5.4184)
H (1.8317, 12.1080, -5.9128)
H (2.7629, 11.9393, -7.4067)
H (0.0375, 10.7351, -6.8818)
H (1.7030, 9.7097, -8.9211)
H (1.6209, 11.1182, -9.6516)
H (0.2219, 10.3453, -9.6130)
H (0.2046, 12.8131, -8.9046)
H (-0.1109, 13.1471, -7.2934)
C (-2.9265, -5.9398, -0.7396)
O (-1.5388, -6.2860, -0.3080)
C (-1.3920, -7.6631, 0.1355)
C (0.0065, -7.9907, 0.5889)
C (0.1333, -9.5945, 0.6166)
N (0.2537, -7.4227, 1.9204)
H (-2.9164, -6.5396, -1.6496)
H (-2.9741, -4.8806, -0.9926)
H (-3.6949, -6.1842, -0.0062)
H (-2.0340, -7.8851, 0.9879)
H (-1.6797, -8.2089, -0.7631)
H (0.6940, -7.4603, -0.0700)
H (1.1567, -9.8604, 0.8812)
H (-0.1701, -10.0323, -0.3344)
H (-0.4625, -9.9988, 1.4349)
H (1.1106, -7.7073, 2.3731)
H (0.3015, -6.4171, 1.8388)
C (7.6616, -6.2122, 3.8279)
O (8.0573, -7.4485, 3.3507)
C (9.0291, -8.1672, 4.1390)
C (9.2475, -9.5556, 3.5640)
C (7.9041, -10.2829, 3.4710)
N (10.1563, -10.3287, 4.4008)
H (7.1032, -6.3917, 4.7466)
H (6.8170, -5.8848, 3.2215)
H (8.4114, -5.4409, 4.0042)
H (9.9524, -7.5929, 4.2141)
H (8.6774, -8.3349, 5.1570)
H (9.7137, -9.6090, 2.5802)
H (8.0431, -11.3522, 3.3115)
H (7.2783, -9.9540, 2.6414)
H (7.3978, -10.1948, 4.4322)
H (10.3417, -11.0642, 3.7339)
H (9.5771, -10.6673, 5.1557)
C (-5.5688, 8.2627, 2.9513)
O (-6.8409, 8.7429, 3.2972)
C (-7.9210, 7.9323, 2.8918)
C (-9.1555, 8.1341, 3.8582)
C (-8.8321, 7.7114, 5.3168)
N (-10.2866, 7.3008, 3.6063)
H (-4.8974, 9.0791, 3.2175)
H (-5.4776, 8.1544, 1.8706)
H (-5.4085, 7.3365, 3.5031)
H (-8.2058, 8.1294, 1.8583)
H (-7.5615, 6.9039, 2.9274)
H (-9.4339, 9.1770, 4.0099)
H (-8.0004, 8.2160, 5.8085)
H (-8.6075, 6.6635, 5.5153)
H (-9.6675, 7.9707, 5.9671)
H (-10.7137, 7.5526, 2.7263)
H (-11.0912, 7.5677, 4.1554)

# 2
The following is a quantum chemistry calculation of C28H77N8Na2O10 as an isolated structure in a non-equilibrium geometry, from the Open Molecules 2025 dataset.

As for the HOMO energy (alpha / beta): -13.06 / -13.06 eV. The spin multiplicity is 2. The net charge is +2. The expectation value of S² is 0.755. The total energy is -2627.32375 hartree. The LUMO energy (alpha / beta) is -5.06 / -9.74 eV.

Atoms and positions in Å:
Na (-12.5689, -2.7187, -13.0327)
Na (-13.0013, -8.6633, -11.5690)
N (-11.2894, -5.3794, -11.2008)
O (-12.1155, -6.2311, -11.0563)
O (-10.3975, -5.2161, -10.3766)
O (-11.3485, -4.6757, -12.1763)
C (-10.6907, -8.9048, -15.2194)
C (-10.4560, -7.9039, -14.1025)
C (-9.4644, -6.7369, -14.4356)
O (-8.1209, -7.1943, -14.5070)
C (-7.2755, -6.1646, -14.8755)
N (-11.7534, -7.4112, -13.6420)
H (-11.4741, -8.6091, -15.9172)
H (-11.0042, -9.8703, -14.8225)
H (-9.8001, -9.1230, -15.8087)
H (-10.0389, -8.4790, -13.2758)
H (-9.5504, -6.0133, -13.6250)
H (-9.7460, -6.1670, -15.3211)
H (-6.2507, -6.5356, -14.8875)
H (-7.3462, -5.3532, -14.1511)
H (-7.6144, -5.8592, -15.8655)
H (-11.6854, -6.5265, -13.1594)
H (-12.1981, -7.1370, -14.5064)
C (-5.6850, -7.4731, -10.5115)
C (-7.0530, -6.8871, -10.0821)
C (-7.0120, -6.1141, -8.7257)
O (-6.6295, -7.0094, -7.6986)
C (-6.5032, -6.3492, -6.4137)
N (-7.5131, -5.9512, -11.0929)
H (-5.6336, -8.0670, -11.4240)
H (-5.3978, -8.2051, -9.7568)
H (-4.8401, -6.7936, -10.4001)
H (-7.6938, -7.7677, -10.0375)
H (-7.9601, -5.7226, -8.3569)
H (-6.2758, -5.3173, -8.8315)
H (-6.4147, -7.0877, -5.6169)
H (-7.5101, -5.9922, -6.1976)
H (-5.8390, -5.4892, -6.3278)
H (-7.6032, -6.6968, -11.7683)
H (-8.4722, -5.7184, -10.8782)
C (-10.5698, -6.2499, -7.1877)
C (-12.1275, -6.4237, -7.2713)
C (-12.8091, -6.1592, -5.8634)
O (-14.2768, -6.0172, -6.0508)
C (-14.8335, -5.8984, -4.7138)
N (-12.6283, -5.4875, -8.1933)
H (-10.1676, -6.5609, -8.1519)
H (-10.1130, -6.8952, -6.4374)
H (-10.3988, -5.1849, -7.0309)
H (-12.4974, -7.4082, -7.5576)
H (-12.3534, -5.2641, -5.4399)
H (-12.5508, -6.9551, -5.1649)
H (-15.9221, -5.8564, -4.6775)
H (-14.4664, -4.9429, -4.3394)
H (-14.5542, -6.7025, -4.0330)
H (-12.0612, -4.6556, -8.1124)
H (-12.3374, -5.7933, -9.1108)
C (-9.4783, -2.5855, -14.4120)
C (-9.9106, -1.1645, -14.0681)
C (-9.0093, -0.1207, -14.7770)
O (-7.6658, -0.0900, -14.3681)
C (-7.4515, 0.7000, -13.1824)
N (-11.2953, -0.9957, -14.4264)
H (-8.4938, -2.8005, -13.9964)
H (-9.4019, -2.8209, -15.4736)
H (-10.1434, -3.3280, -13.9711)
H (-9.7922, -1.0220, -12.9940)
H (-9.4252, 0.8817, -14.6760)
H (-8.9251, -0.2041, -15.8605)
H (-6.3860, 0.6824, -12.9533)
H (-8.0028, 0.3706, -12.3017)
H (-7.6511, 1.7403, -13.4392)
H (-11.5151, -0.0100, -14.4291)
H (-11.2759, -1.2163, -15.4118)
C (-10.8889, -2.0984, -8.6493)
C (-11.9300, -2.0319, -9.7754)
C (-12.8856, -0.8005, -9.6285)
O (-12.1825, 0.3778, -9.4969)
C (-13.0743, 1.4817, -9.2451)
N (-11.1951, -1.9540, -11.0306)
H (-10.2209, -2.9359, -8.8510)
H (-11.2842, -2.2611, -7.6466)
H (-10.2530, -1.2131, -8.6488)
H (-12.4902, -2.9667, -9.7523)
H (-13.5461, -0.9133, -8.7688)
H (-13.5709, -0.7482, -10.4745)
H (-13.7553, 1.3552, -8.4035)
H (-13.6929, 1.7237, -10.1093)
H (-12.4444, 2.3568, -9.0854)
H (-10.4857, -2.6621, -11.1548)
H (-10.6027, -1.1450, -11.1517)
C (-10.2861, -9.3186, -9.6321)
C (-9.8882, -10.1142, -10.9046)
C (-9.0283, -11.3612, -10.5671)
O (-7.7130, -10.9029, -10.1284)
C (-6.7499, -11.9079, -10.2033)
N (-11.0882, -10.5523, -11.5500)
H (-10.5479, -8.2712, -9.7821)
H (-9.4720, -9.3464, -8.9079)
H (-11.1446, -9.8207, -9.1860)
H (-9.2644, -9.4763, -11.5307)
H (-8.9464, -11.9638, -11.4717)
H (-9.4770, -12.1163, -9.9216)
H (-5.8282, -11.5793, -9.7232)
H (-6.6032, -12.2987, -11.2102)
H (-7.0609, -12.6808, -9.5004)
H (-10.8099, -10.9755, -12.4238)
H (-11.5139, -11.2985, -11.0189)
C (-12.2999, -4.1660, -15.9511)
C (-13.8232, -4.0772, -15.6997)
C (-14.4026, -5.2971, -15.0007)
O (-13.9157, -6.5578, -15.3611)
C (-14.2304, -6.9849, -16.6713)
N (-14.0888, -2.8713, -14.8791)
H (-11.8187, -4.6301, -15.0902)
H (-11.8364, -3.2000, -16.1515)
H (-12.0808, -4.8105, -16.8024)
H (-14.2603, -3.9038, -16.6830)
H (-15.4857, -5.3125, -14.8792)
H (-14.1502, -5.1446, -13.9514)
H (-14.1211, -8.0690, -16.7006)
H (-13.5985, -6.5753, -17.4593)
H (-15.2277, -6.6332, -16.9360)
H (-14.9902, -3.0091, -14.4449)
H (-14.1791, -2.1147, -15.5421)

# 3
The following is a quantum chemistry calculation of C28H78Be2N6O12 as an isolated structure in a non-equilibrium geometry, from the Open Molecules 2025 dataset.

As for the HOMO energy (alpha / beta): -8.58 / -9.89 eV. The spin multiplicity is 2. The net charge is +1. The expectation value of S² is 0.751. The total energy is -2374.04521 hartree. The LUMO energy (alpha / beta) is -2.36 / -2.54 eV.

Atoms and positions in Å:
Be (-0.7352, 11.0373, -3.6167)
Be (3.6389, 13.5887, -2.3102)
C (2.2651, 10.9511, -2.9420)
O (1.7733, 12.0667, -3.1622)
O (3.3563, 11.0279, -2.3451)
O (1.5190, 9.9565, -2.8537)
C (5.7914, 7.9801, 1.0380)
C (5.7681, 8.9548, -0.0973)
C (5.9779, 8.2985, -1.5062)
O (7.2382, 7.6428, -1.5451)
C (7.6037, 7.0582, -2.7790)
N (4.4183, 9.5640, -0.0909)
H (5.2054, 7.0757, 0.8747)
H (5.3980, 8.3627, 1.9798)
H (6.8163, 7.6872, 1.2659)
H (6.5036, 9.7435, 0.0617)
H (5.9932, 9.0981, -2.2468)
H (5.1439, 7.6205, -1.6876)
H (7.7995, 7.8060, -3.5474)
H (6.9996, 6.2182, -3.1221)
H (8.5642, 6.5555, -2.6662)
H (4.2017, 10.0565, -0.9456)
H (3.7005, 8.8731, -0.2573)
C (4.9245, 12.1374, 2.3042)
C (4.6492, 13.2677, 1.3187)
C (5.6371, 14.4141, 1.4529)
O (5.3230, 15.6740, 0.8430)
C (4.1822, 16.3942, 1.3220)
N (4.6472, 12.5989, 0.0532)
H (4.1174, 11.4064, 2.3524)
H (5.0847, 12.5639, 3.2944)
H (5.8669, 11.6454, 2.0634)
H (3.6715, 13.7141, 1.4999)
H (6.6450, 14.2278, 1.0822)
H (5.8383, 14.6643, 2.4945)
H (3.9774, 16.1515, 2.3647)
H (3.4322, 15.9976, 0.6376)
H (4.2174, 17.4674, 1.1345)
H (4.2153, 11.6883, 0.1186)
H (5.5926, 12.4292, -0.2590)
C (-3.5074, 10.1470, -1.6692)
C (-2.2248, 9.6087, -1.0602)
C (-1.6724, 8.4561, -1.9076)
O (-1.6503, 8.7367, -3.3015)
C (-1.2410, 7.5735, -4.0951)
N (-1.2851, 10.6357, -1.1195)
H (-3.6929, 11.1444, -1.2708)
H (-4.3074, 9.4513, -1.4162)
H (-3.5408, 10.3149, -2.7457)
H (-2.3639, 9.3322, -0.0150)
H (-2.1985, 7.5306, -1.6736)
H (-0.6545, 8.1845, -1.6279)
H (-2.0970, 6.9290, -4.2949)
H (-0.5223, 6.9647, -3.5465)
H (-0.7748, 7.8196, -5.0491)
H (-0.4336, 10.3435, -0.6616)
H (-1.5886, 11.3316, -0.4534)
C (5.5043, 8.4741, -5.6591)
C (3.9802, 8.5568, -5.5641)
C (3.2836, 7.6388, -6.5676)
O (1.9051, 8.0812, -6.5806)
C (1.0520, 7.0628, -7.1390)
N (3.7078, 8.1393, -4.2072)
H (5.9064, 8.6887, -6.6492)
H (5.8284, 7.4614, -5.4194)
H (6.0204, 9.2250, -5.0608)
H (3.6745, 9.6003, -5.6409)
H (3.2454, 6.5927, -6.2640)
H (3.6943, 7.8816, -7.5476)
H (0.9417, 6.1585, -6.5405)
H (1.3810, 6.7365, -8.1256)
H (0.0234, 7.4013, -7.2638)
H (4.2613, 8.6587, -3.5409)
H (2.7749, 8.3391, -3.8757)
C (1.6957, 16.3669, -5.6084)
C (2.3506, 15.2690, -4.8035)
C (3.6947, 14.7909, -5.4174)
O (4.2756, 13.6691, -4.7664)
C (5.4078, 13.2343, -5.5026)
N (2.4023, 15.6377, -3.3880)
H (2.3112, 17.2644, -5.5484)
H (0.6838, 16.6245, -5.2959)
H (1.5597, 16.0968, -6.6557)
H (1.7121, 14.4010, -4.9683)
H (4.4288, 15.5957, -5.4555)
H (3.5322, 14.5927, -6.4768)
H (6.3048, 13.8373, -5.3614)
H (5.1975, 12.9753, -6.5402)
H (5.6878, 12.2928, -5.0300)
H (1.4153, 15.6908, -3.1802)
H (2.7103, 16.5993, -3.3668)
C (7.1706, 16.8726, -1.8445)
C (6.3680, 15.5996, -2.3560)
C (7.0336, 14.2384, -2.0927)
O (6.2156, 13.1079, -2.4673)
C (6.9554, 11.8854, -2.4159)
N (5.0011, 15.6597, -1.7911)
H (7.4991, 16.7220, -0.8161)
H (6.6566, 17.8338, -1.8420)
H (8.1102, 17.0578, -2.3652)
H (6.1624, 15.6311, -3.4259)
H (7.4658, 14.1825, -1.0937)
H (7.9483, 14.2342, -2.6855)
H (7.0854, 11.5730, -1.3797)
H (7.8822, 11.9655, -2.9840)
H (6.2753, 11.1494, -2.8446)
H (4.7025, 16.6111, -1.9516)
H (5.1466, 15.7510, -0.7958)
C (1.1058, 13.3815, -0.1394)
O (2.1075, 14.4054, -0.4338)
H (0.8747, 13.2326, 0.9153)
H (0.1525, 13.6918, -0.5673)
H (1.3371, 12.3774, -0.4949)
H (1.6636, 15.2422, -0.2775)
C (2.2927, 6.6326, -1.2027)
O (2.1702, 7.9680, -0.8403)
H (2.3250, 5.9739, -0.3348)
H (1.6410, 6.4026, -2.0456)
H (3.2443, 6.5080, -1.7195)
H (2.1084, 8.5471, -1.6035)
C (1.0005, 11.2240, -6.7469)
O (0.4937, 10.3864, -5.7195)
H (1.3549, 10.7185, -7.6452)
H (0.3991, 12.0859, -7.0358)
H (1.9364, 11.6496, -6.3848)
H (1.1392, 9.6816, -5.6287)

The highest net charge belongs to which entry? C28H77N8Na2O10

Look up the net charge of the second one. +2